No. 1
3 unconnected molecules or ions with the total composition C3H12N2O2 in a non-equilibrium geometry. Source: the OMol25 dataset; level of theory: wB97M-V/def2-TZVPD.

- Frontier orbital gap: 9.54 eV
- SMILES: CC/N=C\N.O.O

Geometry as ORCA input:
```
! wB97M-V def2-TZVPD RIJCOSX def2/J DEFGRID3
* xyz 0 1
H 0.523 2.607 -0.163
H 0.890 -2.957 -3.309
H -0.207 3.083 2.835
N 0.266 0.050 0.851
O 0.290 -2.667 -2.557
N -0.570 -2.224 1.230
O -0.467 2.998 1.872
H 0.065 -1.748 -2.674
H -0.230 -0.441 -1.115
H -0.180 -0.796 2.724
C 0.451 0.322 -0.583
H -0.393 2.059 1.788
C -0.134 -0.913 1.591
C -0.031 1.905 -0.928
H -1.065 1.901 -0.756
H 1.521 0.118 -0.778
H -0.648 -2.298 0.198
H 0.104 1.948 -2.051
H -0.185 -2.948 1.823
*
```

No. 2
3 unconnected molecules or ions with the total composition C3H12N2O3 in a non-equilibrium geometry. Source: the OMol25 dataset; level of theory: wB97M-V/def2-TZVPD.

- Frontier orbital gap (alpha / beta): 3.28 / 9.14 eV

Geometry as ORCA input:
```
! wB97M-V def2-TZVPD RIJCOSX def2/J DEFGRID3
* xyz -1 2
H -0.909 1.242 1.913
N 1.259 1.232 -2.226
H 1.232 -0.637 2.542
C 0.503 0.281 -1.556
N 0.536 -1.052 0.509
H -0.466 -0.881 0.776
H 0.692 1.071 0.320
C 1.314 -1.353 1.702
H 1.721 1.906 -1.682
H 0.706 1.353 -3.046
O -0.491 -0.243 -2.093
H -3.579 0.393 -1.210
H 0.964 -2.368 2.143
H 2.225 0.027 -0.219
H 2.358 -1.506 1.521
O -2.995 -0.310 -0.888
H -2.230 0.440 1.243
H -2.305 -0.253 -1.642
C 1.100 0.173 -0.138
O -1.637 0.487 2.033
*
```

No. 3
3 unconnected molecules or ions with the total composition C3H12N2O3. Source: the OMol25 dataset; level of theory: wB97M-V/def2-TZVPD.

- Frontier orbital gap: 8.77 eV
- SMILES: C=O.CNN.OCO

Geometry as ORCA input:
```
! wB97M-V def2-TZVPD RIJCOSX def2/J DEFGRID3
* xyz 0 1
H 3.240 -0.255 1.427
H 1.485 -0.138 1.714
H -1.220 -1.834 2.272
C -1.748 -0.004 -2.371
H 2.062 -0.495 -0.601
N 2.202 0.440 -0.218
H -2.534 -0.773 -2.432
C -1.248 -0.891 0.575
H -2.088 0.964 -1.973
H 1.172 2.148 -0.315
H -1.513 -1.767 -0.033
H 0.859 1.102 -1.539
O -0.620 -0.205 -2.710
H -2.253 0.606 1.274
N 0.968 1.166 -0.528
H -0.516 -0.261 0.052
O -2.449 -0.202 0.783
O -0.627 -1.265 1.765
C 2.345 0.330 1.225
H 2.481 1.333 1.632
*
```

Summary of relative energy (zero: lowest compared OMol25 entry of this formula, charge and spin) in eV
2.341; 0.999; 3.489
(order as listed above)
Summary of DFT total energy in eV
-10379.20865; -12426.92200; -12425.85991
(order as listed above)